(1)
Entry from OMol25: a cluster of 2 separate species, C7H15BBr2ClO4 in total (ωB97M-V with the def2-TZVPD basis set).

Each line ends with the Mulliken charge.
Cartesian coordinates (Å):
1 C 3.9487 1.3712 -0.4300  -1.01
2 C 2.9091 2.5013 -0.1109  -0.22
3 O 1.6255 2.0211 0.2256  -0.31
4 C 0.9669 1.4422 -0.9186  -0.71
5 B -0.4847 0.6986 -0.5545  1.05
6 O -0.1226 -0.6893 -0.1493  -0.69
7 O -1.3977 1.4009 0.3418  -0.58
8 C -2.6647 1.2514 -0.2998  -0.42
9 C -2.2148 1.5917 -1.7947  -0.01
10 Cl -1.7331 3.3820 -1.6333  -0.29
11 O -1.1619 0.6764 -1.8977  -0.55
12 H 4.9888 1.6189 -0.1409  0.35
13 H 3.8702 1.1399 -1.5191  0.25
14 H 3.6429 0.4293 0.0843  0.23
15 H 3.3072 3.0652 0.7702  0.29
16 H 2.8793 3.2448 -0.9485  0.28
17 H 0.7770 2.2145 -1.7127  0.18
18 H 1.5819 0.6419 -1.4174  0.18
19 H 0.7292 -0.6563 0.2801  0.20
20 H -3.4937 1.8511 0.1329  0.27
21 H -3.0314 0.1986 -0.1702  0.11
22 H -2.9748 1.5317 -2.5919  0.39
23 Br -3.5990 -3.1181 1.9283  -0.17
24 C -1.6839 -3.1617 1.5603  -0.53
25 C -1.1129 -4.5342 1.8004  -0.48
26 Br -0.8949 -4.8991 3.7044  -0.17
27 H -1.2257 -2.3915 2.1728  0.39
28 H -1.5886 -2.8847 0.5113  0.23
29 H -0.1106 -4.6066 1.3809  0.36
30 H -1.7314 -5.3312 1.3958  0.38

For the highest occupied orbital energy, the calculation gives -5.02 eV. Its total energy is -168979.5846 eV. The value obtained for the HOMO-LUMO gap is 7.6 eV. The charge is -1. As for the LUMO energy: 2.5759 eV.

---

(2)
Entry from OMol25: a cluster of 3 separate species, C7H15BrO5S3 in total (ωB97M-V with the def2-TZVPD basis set).

Each line ends with the Mulliken charge.
Cartesian coordinates (Å):
1 O -0.9686 -1.4168 -2.2339  -0.48
2 C -2.2578 -1.0593 -2.2670  0.51
3 O -3.4399 -1.8429 -2.7577  -0.27
4 C -4.5542 -1.0909 -2.1599  -0.02
5 S -6.3127 -1.3735 -2.7388  -0.23
6 C -4.0058 0.4248 -2.4640  -0.05
7 Br -5.0414 2.0094 -1.8196  -0.10
8 O -2.6861 0.2969 -1.7876  -0.18
9 H -4.4794 -1.3882 -1.0305  0.29
10 H -7.1708 -0.5837 -1.9080  0.18
11 H -3.6679 0.4718 -3.5975  0.34
12 C 0.8349 1.0977 -1.8578  -0.81
13 S 1.4134 1.6786 -0.2451  0.62
14 O 1.4735 3.1765 -0.3002  -0.70
15 C 3.1045 1.0599 -0.4183  -0.98
16 H -0.2042 1.4091 -1.9863  0.20
17 H 1.4441 1.5335 -2.6532  0.36
18 H 0.8917 0.0073 -1.8957  0.30
19 H 3.5749 1.4982 -1.3017  0.42
20 H 3.0888 -0.0292 -0.5025  0.32
21 H 3.6707 1.3446 0.4715  0.26
22 C 1.8805 -1.8698 3.8843  -1.02
23 S 2.0345 -0.5760 2.6292  0.59
24 O 2.8752 -1.1261 1.5152  -0.59
25 C 3.0860 0.5175 3.6148  -0.94
26 H 1.2854 -2.6864 3.4694  0.33
27 H 2.8693 -2.2455 4.1579  0.30
28 H 1.3750 -1.4667 4.7649  0.37
29 H 4.0011 -0.0043 3.9047  0.31
30 H 2.5420 0.8441 4.5041  0.39
31 H 3.3433 1.3895 3.0091  0.29

For the highest occupied orbital energy, the calculation gives -8.37 eV. Its total energy is -120282.8505 eV. The value obtained for the HOMO-LUMO gap is 8.4 eV. The charge is 0. As for the LUMO energy: 0.0527 eV.

---

(3)
Entry from OMol25: a cluster of 2 separate species, C7H15Cl5NO3S in total (ωB97M-V with the def2-TZVPD basis set).

Each line ends with the Mulliken charge.
Cartesian coordinates (Å):
1 C 1.9856 -1.6343 1.6938  -1.41
2 C 0.7182 -1.7139 0.8021  0.50
3 Cl -0.6385 -2.4788 1.7183  -0.15
4 C 0.2603 -0.3315 0.2008  0.12
5 Cl 0.5535 -0.3878 -1.5844  -0.08
6 N 0.9551 0.8132 0.8313  0.00
7 C 0.4439 2.1651 0.3655  -0.82
8 C -0.6664 2.7579 1.2770  -0.82
9 C -2.0290 2.0192 1.2600  -0.68
10 S -2.8656 2.1070 -0.3562  1.08
11 O -3.4532 3.4277 -0.5967  -0.58
12 O -2.0006 1.6315 -1.4510  -0.53
13 O -4.1281 1.0356 -0.2249  -0.42
14 H 2.8951 -1.4187 1.1046  0.31
15 H 1.9000 -0.8588 2.4801  0.35
16 H 2.1086 -2.5868 2.2251  0.43
17 H 0.9616 -2.3809 -0.0292  0.02
18 H -0.8260 -0.2930 0.3244  0.05
19 H 0.8359 0.8119 1.8462  0.35
20 H 1.9413 0.7938 0.5653  0.41
21 H 1.3122 2.8428 0.4614  0.42
22 H 0.1994 2.1569 -0.7067  0.45
23 H -0.7613 3.8356 1.0816  0.38
24 H -0.2976 2.6867 2.3217  0.38
25 H -2.6908 2.5453 1.9717  0.41
26 H -1.9875 0.9814 1.6368  0.49
27 H -3.7102 0.2325 0.1098  0.36
28 C 1.6996 -3.7052 -3.9084  0.07
29 Cl 2.0658 -3.0178 -2.3138  -0.14
30 Cl 3.0003 -3.3503 -5.0448  -0.10
31 Cl 1.4276 -5.4436 -3.7866  -0.11
32 H 0.7907 -3.2427 -4.2747  0.26

For the highest occupied orbital energy, the calculation gives -13.39 eV. Its total energy is -88574.3724 eV. The value obtained for the HOMO-LUMO gap is 9.9 eV. The charge is +1. As for the LUMO energy: -3.4571 eV.

---

(4)
Entry from OMol25: the ion C7H15ClN with charge +1 (ωB97M-V with the def2-TZVPD basis set).

Each line ends with the Mulliken charge.
Cartesian coordinates (Å):
1 C -0.6568 -1.6761 -0.3345  -0.87
2 C -2.0963 -1.3860 -0.8839  -0.50
3 C 0.4865 -0.7994 -0.7253  -0.80
4 C -2.9455 -0.4600 0.0175  0.03
5 C 2.6123 1.0015 1.3420  -0.86
6 C 0.3529 1.5545 -0.9424  -1.05
7 C 1.0636 0.7223 1.2491  -0.96
8 N 0.4838 0.4799 -0.0461  0.40
9 Cl -3.0185 1.1208 0.2100  0.12
10 H -0.7283 -1.5342 0.6642  0.35
11 H -0.4844 -2.6467 -0.6547  0.50
12 H -1.9610 -0.8824 -1.9181  0.31
13 H -2.5699 -2.3745 -0.9602  0.38
14 H 1.2944 -1.4539 -0.5375  0.35
15 H 0.6695 -0.6112 -1.8351  0.52
16 H -3.4087 -1.1014 0.7428  0.36
17 H 3.1748 0.2378 0.8089  0.29
18 H 2.8376 2.0289 1.0810  0.31
19 H 2.6863 0.9694 2.4777  0.31
20 H -0.6939 1.6265 -1.2883  0.27
21 H 0.5923 2.4567 -0.3219  0.38
22 H 0.9978 1.3085 -1.8237  0.31
23 H 0.4325 1.5059 1.7382  0.49
24 H 0.8789 -0.0868 1.9403  0.36

For the highest occupied orbital energy (spin up / spin down), the calculation gives -11.64 / -11.56 eV. The energy above the lowest of the compared OMol25 structures with the same formula, charge and spin comes out at 114.3 kcal/mol. Its total energy is -21503.8874 eV. The value obtained for the HOMO-LUMO gap (spin up / spin down) is 4.8 / 4.6 eV. The charge is +1. As for the LUMO energy (spin up / spin down): -6.8396 / -6.9212 eV.

---

(5)
Entry from OMol25: a structure of composition C7H15HfN2Te (ωB97M-V with the def2-TZVPD basis set).

Each line ends with the Mulliken charge.
Cartesian coordinates (Å):
1 C 0.3936 -0.9318 -3.0198  -1.36
2 Hf -0.0511 -0.2094 -1.0509  1.31
3 N -1.4770 1.5988 -0.2905  -0.91
4 N 1.1957 1.8093 -1.0778  -0.72
5 H -1.1358 1.9497 0.6134  0.27
6 H -1.6236 -0.2544 0.7095  -0.60
7 H -0.3399 -1.7535 -3.1660  0.34
8 H 1.3581 -1.3154 -3.3826  0.32
9 H 0.0468 -0.1504 -3.7247  0.33
10 H 2.1758 1.4793 -1.0365  0.29
11 H 1.0768 2.4422 -0.2764  0.30
12 H 1.1145 2.3724 -1.9301  0.26
13 H -1.4734 2.3976 -0.9409  0.28
14 H -2.4696 1.3657 -0.1402  0.26
15 Te 2.5257 -1.1110 -0.9429  -0.09
16 C 1.0932 -1.1409 0.6999  0.09
17 C -0.1793 -1.8042 0.4845  -0.72
18 C -1.3205 -1.2148 1.2467  0.24
19 C -0.9492 -0.6851 2.6037  -0.43
20 C 0.2711 -0.1039 2.7525  -0.48
21 C 1.2772 -0.2344 1.7685  -0.27
22 H -0.2782 -2.7596 -0.0331  0.59
23 H -2.2117 -1.8656 1.2592  0.48
24 H -1.7330 -0.6581 3.3565  0.39
25 H 0.4846 0.4758 3.6591  0.37
26 H 2.2292 0.3017 1.8589  0.46

For the highest occupied orbital energy, the calculation gives -10.63 eV. The energy above the lowest of the compared OMol25 structures with the same formula, charge and spin comes out at 0.0 kcal/mol. Its total energy is -19073.9243 eV. The value obtained for the HOMO-LUMO gap is 6.7 eV. The charge is +1. As for the LUMO energy: -3.9762 eV.

---

(6)
Entry from OMol25: the ion C7H15N with charge -1 (ωB97M-V with the def2-TZVPD basis set).

Each line ends with the Löwdin spin population.
Cartesian coordinates (Å):
1 C 0.0342 -1.1557 -1.5713  0.05
2 N 0.4821 -0.9446 -0.1881  0.01
3 C -0.1980 0.0469 0.6238  0.09
4 C -0.7290 -0.5393 1.9310  0.03
5 C -0.9770 0.5081 2.9711  0.04
6 C -1.9393 1.4175 3.0741  0.04
7 C 0.5313 -0.1696 -2.6427  0.07
8 C 1.9517 0.3222 -2.4187  0.29
9 H 0.4040 -2.1719 -1.7365  0.02
10 H -1.0537 -1.2442 -1.6489  0.01
11 H 1.4768 -0.7692 -0.1869  0.04
12 H -1.0569 0.5153 0.1345  0.01
13 H 0.4411 0.9127 0.8285  0.05
14 H -1.5815 -1.1867 1.6896  0.00
15 H -0.0438 -1.2368 2.3865  0.01
16 H -0.2783 0.5200 3.8079  0.01
17 H -2.7077 1.4984 2.3075  0.01
18 H -1.8495 2.1982 3.8196  0.01
19 H 0.4374 -0.7313 -3.5789  0.02
20 H -0.1819 0.6516 -2.6703  0.02
21 H 2.6655 -0.4608 -2.1740  0.05
22 H 2.2856 1.0044 -3.1953  0.06
23 H 1.8870 1.0149 -1.5624  0.06

As for the spin multiplicity: 2. For the highest occupied orbital energy (spin up / spin down), the calculation gives 1.39 / -5.18 eV. The energy above the lowest of the compared OMol25 structures with the same formula, charge and spin comes out at 21.1 kcal/mol. The expectation value of S² is 0.750. Its total energy is -8989.6434 eV. The value obtained for the HOMO-LUMO gap (spin up / spin down) is 2.4 / 8.9 eV. The charge is -1. As for the LUMO energy (spin up / spin down): 3.7914 / 3.6750 eV.

---

no.,maximum force (eV/Å)
1,3.11
2,9.82
3,4.02
4,4.27
5,2.94
6,1.48